Record 1
This record from the OMol25 dataset describes C46H53N7O4Ti as an isolated structure. The level of theory is ωB97M-V with the def2-TZVPD basis set.

Structure (ORCA input):
```
! wB97M-V def2-TZVPD RIJCOSX def2/J DEFGRID3
* xyz -2 3
Ti -0.440 -0.784 0.292
O 0.937 -4.523 -0.733
C 0.449 -3.515 -0.175
N 0.093 -2.371 -0.759
C 0.341 -2.220 -2.164
C 0.951 -0.859 -2.324
C 1.753 -0.540 -3.395
C 2.422 0.682 -3.417
C 2.242 1.518 -2.313
C 1.373 1.156 -1.310
N 0.711 -0.022 -1.287
C 0.173 -3.452 1.267
C 0.351 -4.559 2.085
C 0.073 -4.481 3.435
C -0.378 -3.230 3.915
C -0.536 -2.176 3.054
N -0.312 -2.237 1.725
H 1.024 -3.017 -2.505
H -0.592 -2.304 -2.748
H 1.856 -1.249 -4.204
H 3.061 0.960 -4.241
H 2.785 2.452 -2.247
H 1.199 1.816 -0.467
H 0.699 -5.473 1.620
H 0.178 -5.331 4.093
H -0.608 -3.116 4.964
H -0.938 -1.239 3.419
C 0.742 4.768 -2.407
C -0.458 3.820 -2.464
C -1.757 4.630 -2.568
C -0.416 2.818 -3.594
C 0.200 3.106 -4.793
C 0.157 2.219 -5.855
C -0.589 1.060 -5.734
C -1.232 0.740 -4.554
C -2.175 -0.437 -4.446
C -3.613 0.067 -4.632
C -1.870 -1.567 -5.430
C -1.106 1.588 -3.428
N -1.500 1.218 -2.181
C -2.576 1.589 -1.537
O -3.619 2.081 -2.024
C -2.437 1.538 -0.035
C -3.402 2.231 0.686
C -3.185 2.563 2.011
C -1.929 2.281 2.536
C -1.026 1.542 1.786
N -1.294 1.080 0.547
C 0.373 1.389 2.329
O 0.925 2.394 2.811
N 0.885 0.176 2.185
C 1.969 -0.218 2.951
C 1.932 -0.195 4.368
C 3.012 -0.682 5.085
C 4.140 -1.184 4.466
C 4.187 -1.197 3.084
C 3.133 -0.720 2.328
C 3.257 -0.608 0.828
C 4.271 0.498 0.513
C 3.620 -1.917 0.130
C 0.768 0.366 5.157
C 0.334 -0.532 6.322
C 1.114 1.764 5.679
H 0.716 5.340 -1.478
H 0.736 5.472 -3.238
H 1.673 4.209 -2.439
H -0.485 3.248 -1.530
H -1.772 5.202 -3.497
H -1.849 5.316 -1.726
H -2.615 3.962 -2.566
H 0.720 4.046 -4.920
H 0.669 2.447 -6.782
H -0.670 0.406 -6.594
H -2.082 -0.813 -3.421
H -3.726 0.511 -5.623
H -3.837 0.820 -3.878
H -4.330 -0.749 -4.535
H -2.111 -1.275 -6.452
H -2.467 -2.446 -5.191
H -0.818 -1.839 -5.384
H -4.301 2.527 0.165
H -3.935 3.089 2.590
H -1.648 2.620 3.522
H 2.979 -0.655 6.165
H 4.974 -1.542 5.059
H 5.075 -1.564 2.585
H 2.278 -0.297 0.449
H 5.263 0.228 0.875
H 3.973 1.419 1.010
H 4.324 0.681 -0.558
H 4.578 -2.301 0.475
H 3.678 -1.755 -0.946
H 2.855 -2.667 0.318
H -0.083 0.468 4.478
H 1.042 -0.484 7.150
H 0.257 -1.565 5.998
H -0.641 -0.206 6.688
H 2.010 1.736 6.299
H 0.287 2.164 6.266
H 1.288 2.418 4.827
N -3.004 -3.697 2.458
C -3.026 -2.520 1.734
O -3.249 -1.457 2.280
C -2.922 -2.681 0.239
C -2.400 -1.383 -0.373
H -2.866 -3.573 3.453
H -2.452 -4.448 2.071
H -3.947 -2.907 -0.107
H -2.287 -3.534 -0.019
H -3.150 -0.617 -0.138
H -2.402 -1.503 -1.462
*
```

Values from the calculation:
Gap between HOMO and LUMO (spin up / spin down)   0.149 / 0.254 Ha
LUMO energy (spin up / spin down)   4.4 / 4.4 eV
<S²>   2.02

Record 2
This record from the OMol25 dataset describes C46H55BrN7O3S2SiTl as an isolated structure. The level of theory is ωB97M-V with the def2-TZVPD basis set.

Structure (ORCA input):
```
! wB97M-V def2-TZVPD RIJCOSX def2/J DEFGRID3
* xyz 2 1
Tl 1.529 -0.506 0.000
Br -4.449 -2.276 4.429
C -2.885 -2.499 3.374
C -1.707 -2.256 4.091
C -0.499 -2.255 3.447
C -0.487 -2.621 2.099
C -1.665 -2.984 1.413
C -2.886 -2.941 2.058
N 0.743 -2.553 1.335
C 1.469 -3.562 1.269
C 2.753 -3.577 0.561
C 3.586 -4.662 0.573
C 4.695 -4.740 -0.239
C 5.049 -3.614 -0.950
C 4.244 -2.477 -0.842
N 3.094 -2.498 -0.125
H -1.902 -1.918 5.161
H 0.496 -2.098 3.948
H -1.610 -3.342 0.413
H -3.832 -3.222 1.574
H 1.125 -4.523 1.637
H 3.337 -5.505 1.248
H 5.348 -5.644 -0.302
H 5.876 -3.583 -1.598
H 4.600 -1.579 -1.420
C 6.006 -0.184 1.225
Si 4.398 0.715 1.112
C 3.347 -0.031 2.496
C 4.711 2.507 1.468
N 3.379 0.499 -0.283
C 3.646 1.336 -1.428
C 4.925 1.596 -1.860
C 5.197 2.619 -2.764
C 4.181 3.320 -3.347
C 2.856 2.982 -2.978
C 2.546 1.973 -2.086
O 1.266 1.673 -1.703
C 0.192 2.163 -2.506
C 0.191 1.942 -3.874
C -0.826 2.502 -4.602
C -1.830 3.210 -4.042
C -1.878 3.355 -2.708
C -0.846 2.846 -1.908
H 6.722 0.158 0.497
H 5.984 -1.281 1.133
H 6.413 -0.050 2.223
H 3.727 0.217 3.525
H 3.261 -1.113 2.519
H 2.357 0.426 2.488
H 3.886 2.782 2.170
H 4.722 3.097 0.561
H 5.718 2.587 1.853
H 5.637 0.911 -1.405
H 6.192 2.811 -3.002
H 4.429 4.123 -4.004
H 2.070 3.649 -3.363
H 1.031 1.340 -4.269
H -0.718 2.460 -5.665
H -2.707 3.590 -4.587
H -2.801 3.729 -2.268
H -0.890 2.970 -0.846
O 1.065 -1.801 -2.169
S 1.422 -2.390 -3.548
C -0.046 -2.264 -4.604
C -0.905 -3.501 -4.522
C -0.390 -4.341 -3.333
C 1.129 -4.191 -3.426
H 0.198 -2.182 -5.677
H -0.559 -1.384 -4.312
H -0.842 -4.001 -5.445
H -1.945 -3.195 -4.417
H -0.695 -5.369 -3.372
H -0.743 -3.842 -2.424
H 1.418 -4.573 -4.370
H 1.804 -4.502 -2.719
C -4.287 1.875 4.092
C -3.476 0.965 3.219
C -2.792 1.865 2.281
N -1.890 1.233 1.355
C -2.120 0.366 0.414
S -0.968 -0.326 -0.618
N -3.410 0.027 0.115
C -4.346 1.034 -0.288
O -3.922 2.162 -0.460
C -5.725 0.570 -0.534
C -6.233 -0.572 0.094
C -7.522 -0.971 -0.096
C -8.307 -0.309 -1.073
C -7.803 0.750 -1.730
C -6.540 1.272 -1.410
H -4.710 1.359 4.977
H -5.095 2.398 3.582
H -3.588 2.706 4.437
H -4.118 0.257 2.805
H -2.772 0.409 3.795
H -2.192 2.588 2.890
H -3.550 2.406 1.698
H -0.837 1.473 1.423
H -3.559 -0.916 -0.159
H -5.634 -1.155 0.756
H -7.947 -1.739 0.502
H -9.350 -0.555 -1.274
H -8.307 1.209 -2.542
H -6.214 2.129 -1.987
C 0.890 1.490 4.304
C 1.030 2.491 3.205
N 0.630 2.416 1.999
C 0.934 3.594 1.362
C 1.494 4.460 2.269
N 1.580 3.711 3.444
H 0.623 0.527 3.892
H 0.195 1.873 5.038
H 1.816 1.250 4.784
H 0.652 3.761 0.355
H 1.905 5.453 2.229
H 2.036 4.012 4.269
*
```

Values from the calculation:
Gap between HOMO and LUMO   0.229 Ha
LUMO energy   -6.0 eV

Record 3
This record from the OMol25 dataset describes C46H55HfN3O6SSe as an isolated structure. The level of theory is ωB97M-V with the def2-TZVPD basis set.

Structure (ORCA input):
```
! wB97M-V def2-TZVPD RIJCOSX def2/J DEFGRID3
* xyz -2 1
Hf 0.651 -1.604 -0.408
C -6.183 2.708 -0.266
C -4.998 2.903 0.693
C -4.614 4.389 0.743
C -5.447 2.473 2.093
C -3.800 2.093 0.212
C -3.125 1.199 1.031
C -2.085 0.454 0.521
Se -1.022 -0.689 1.673
C 0.244 0.713 2.116
C -0.008 1.461 3.247
C 0.860 2.461 3.652
C 2.032 2.596 2.913
C 2.331 1.841 1.790
C 1.380 0.898 1.289
O 1.518 0.272 0.157
C 3.685 1.983 1.100
C 3.491 2.498 -0.331
C 4.366 0.609 1.096
C 4.638 2.947 1.821
C 0.523 3.302 4.878
C 0.353 2.371 6.088
C -0.788 4.070 4.633
C 1.616 4.321 5.216
C -1.666 0.501 -0.830
O -0.831 -0.387 -1.267
C -2.242 1.541 -1.614
C -3.295 2.265 -1.077
C -1.717 1.947 -2.992
C -2.810 1.764 -4.058
C -0.479 1.162 -3.433
C -1.317 3.433 -2.921
H -7.040 3.303 0.053
H -5.919 3.006 -1.277
H -6.476 1.660 -0.285
H -5.444 4.992 1.112
H -3.760 4.527 1.404
H -4.339 4.748 -0.245
H -6.343 3.022 2.385
H -5.676 1.410 2.110
H -4.672 2.677 2.828
H -3.381 1.052 2.070
H -0.916 1.240 3.794
H 2.756 3.321 3.245
H 2.848 1.824 -0.886
H 3.029 3.487 -0.315
H 4.448 2.573 -0.848
H 3.762 -0.117 0.558
H 5.350 0.661 0.629
H 4.486 0.257 2.120
H 4.219 3.948 1.907
H 4.884 2.577 2.816
H 5.567 3.024 1.256
H -0.479 1.691 5.938
H 1.255 1.777 6.223
H 0.172 2.945 6.996
H -1.579 3.397 4.313
H -1.113 4.575 5.543
H -0.647 4.821 3.857
H 2.539 3.817 5.492
H 1.808 4.979 4.370
H 1.298 4.938 6.059
H -3.761 3.019 -1.701
H -3.081 0.714 -4.132
H -3.705 2.335 -3.815
H -2.444 2.097 -5.030
H -0.702 0.107 -3.560
H -0.112 1.560 -4.381
H 0.315 1.239 -2.692
H -2.165 4.067 -2.672
H -0.556 3.567 -2.156
H -0.913 3.764 -3.878
C 1.163 -5.440 -2.219
C 1.739 -5.175 -0.883
N 1.747 -3.999 -0.297
C 2.253 -4.180 0.957
C 2.594 -5.517 1.133
N 2.251 -6.121 -0.060
C 3.168 -6.285 2.232
O 3.407 -5.639 3.366
O 3.408 -7.480 2.100
C 2.251 -3.035 1.892
O 2.768 -3.165 3.020
O 1.696 -1.986 1.451
H 1.101 -4.482 -2.730
H 0.149 -5.830 -2.110
H 1.758 -6.149 -2.793
H 2.360 -7.111 -0.226
H 3.165 -4.641 3.295
N 1.035 -2.126 -2.262
C 2.059 -2.061 -3.068
C 3.305 -1.457 -2.695
C 4.391 -1.456 -3.530
C 4.332 -2.039 -4.795
C 3.125 -2.596 -5.210
C 2.023 -2.610 -4.395
H 3.337 -1.005 -1.701
H 5.321 -0.996 -3.205
H 5.200 -2.052 -5.444
H 3.062 -3.036 -6.203
H 1.089 -3.042 -4.741
S -1.133 -3.607 0.205
C -1.878 -4.233 -1.225
C -1.931 -3.464 -2.393
C -2.585 -3.941 -3.508
C -3.195 -5.190 -3.495
C -3.109 -5.977 -2.356
C -2.459 -5.509 -1.232
H -1.434 -2.501 -2.391
H -2.631 -3.333 -4.403
H -3.725 -5.549 -4.368
H -3.561 -6.965 -2.348
H -2.391 -6.116 -0.339
*
```

Values from the calculation:
Gap between HOMO and LUMO   0.184 Ha
LUMO energy   3.8 eV

Asked for ΔE to the lowest compared entry with this formula, charge and spin across the records above, the calculation gives 173.8, 0.0, 66.6 kJ/mol in order.
Asked for strongest force on any atom across the records above, the calculation gives 2.9, 3.2, 2.0 eV/Å in order.